No. 1
Formula: C36H46N14OSTi
Source: the OMol25 dataset
Level of theory: ωB97M-V/def2-TZVPD

Last column: Mulliken charge in e.
Element x y z (Å)
Ti -0.594050 -0.374956 -0.215231  -0.606
N -2.564737 -3.658393 1.746889  -0.347
C -2.247102 -2.586138 0.939445  0.258
S -1.982783 -1.048533 1.752823  -0.658
N -2.171836 -2.778556 -0.332962  -1.690
N -1.749360 -1.710754 -1.094865  2.275
C -2.096595 -1.789101 -2.393142  -2.264
C -1.763073 -0.819372 -3.361749  1.473
C -2.228325 -0.897165 -4.696939  -0.995
C -1.982675 0.109443 -5.607638  -0.695
C -1.275537 1.248583 -5.220477  -0.845
C -0.768076 1.336634 -3.927587  -0.673
C -0.961320 0.316722 -2.999178  0.888
O -0.381587 0.361290 -1.812622  1.592
H -2.953576 -3.416647 2.641618  0.268
H -2.970378 -4.457876 1.285927  0.248
H -2.701403 -2.643380 -2.688713  0.248
H -2.797436 -1.769460 -4.999963  0.425
H -2.350304 0.025706 -6.623033  0.380
H -1.111430 2.057391 -5.921161  0.423
H -0.192265 2.201663 -3.614515  0.419
C 3.605763 -0.708349 -2.516991  -1.195
N 2.165774 -0.650851 -2.659605  0.161
C 1.519855 -1.940314 -2.507928  -1.215
C 1.438832 -2.466517 -1.107704  -0.144
N 0.777716 -2.022165 -0.030093  1.324
C 0.905977 -3.049019 0.919103  0.004
C 0.454707 -3.191974 2.229687  -0.169
C 0.702475 -4.377517 2.897896  -1.491
C 1.394028 -5.434224 2.310338  -0.535
C 1.865859 -5.317888 1.016354  -1.088
C 1.610958 -4.124841 0.358791  0.647
N 1.933896 -3.718353 -0.904542  0.059
C 4.099165 -0.620334 -1.103138  0.489
N 3.557448 0.039345 -0.122411  -0.143
C 4.506636 0.040757 0.888992  0.211
C 4.513921 0.675989 2.129593  -0.402
C 5.645834 0.559074 2.915453  -0.744
C 6.768940 -0.156158 2.491743  -0.409
C 6.796167 -0.772992 1.253192  -1.092
C 5.654759 -0.660421 0.473933  0.545
N 5.359880 -1.080091 -0.801928  -0.107
H 4.033117 0.148128 -3.045846  0.401
H 4.028585 -1.621018 -2.980006  0.336
H 1.903063 -0.227996 -3.537770  0.244
H 2.075016 -2.690869 -3.099873  0.802
H 0.504617 -1.887460 -2.907772  -0.321
H -0.124574 -2.422865 2.704721  0.272
H 0.323283 -4.489272 3.905578  0.454
H 1.551930 -6.353642 2.858114  0.393
H 2.396484 -6.124539 0.526872  0.422
H 2.375254 -4.283812 -1.607435  0.304
H 3.663588 1.256971 2.445483  0.524
H 5.671402 1.044370 3.883427  0.404
H 7.635182 -0.222377 3.136732  0.375
H 7.676341 -1.296761 0.902449  0.386
H 5.963800 -1.597354 -1.414740  0.218
C -4.505058 -0.217758 -0.607127  -0.894
N -3.895606 0.734477 -1.505611  0.722
C -4.646361 1.161070 -2.671368  -0.406
C -4.510546 2.683890 -2.661423  -0.788
N -3.407511 2.934483 -1.741256  0.038
C -3.448518 4.205303 -1.032069  -1.174
C -3.057819 1.745247 -1.087025  -0.430
N -2.042696 1.580121 -0.310501  0.172
C -1.170711 2.734886 -0.117105  -0.756
C 0.243695 2.298636 0.259096  -1.970
N 0.229890 1.400268 1.407019  0.016
C -0.026529 1.859239 2.576021  -0.819
N 0.145403 1.121604 3.715908  0.324
C 0.591526 -0.246466 3.773520  -1.255
C -0.635545 1.643887 4.809790  -0.530
C -0.851893 3.096023 4.383089  -0.740
N -0.509595 3.127644 2.957211  0.387
C 0.160858 4.349886 2.541330  -1.094
H -3.848984 -0.374620 0.240858  0.045
H -5.475023 0.151659 -0.242991  0.462
H -4.659183 -1.166921 -1.121214  0.273
H -5.685301 0.834967 -2.607510  0.429
H -4.193368 0.733532 -3.570271  0.009
H -5.430014 3.164879 -2.306880  0.533
H -4.270078 3.077622 -3.650169  0.340
H -4.257942 4.806762 -1.443700  0.482
H -2.528247 4.777002 -1.152763  0.303
H -3.638761 4.067050 0.035779  0.337
H -1.573926 3.350839 0.692468  0.629
H -1.108790 3.329087 -1.035779  0.652
H 0.850882 3.191591 0.437396  0.534
H 0.706651 1.753990 -0.556917  0.648
H 0.996412 -0.528582 2.805961  0.219
H -0.237399 -0.904132 4.039072  0.492
H 1.372779 -0.333777 4.534761  0.365
H -0.087918 1.555948 5.750466  0.395
H -1.582751 1.098513 4.903339  0.279
H -0.207341 3.769780 4.955083  0.407
H -1.887914 3.410954 4.515564  0.309
H -0.235176 5.170306 3.136755  0.487
H 1.245855 4.305364 2.695731  0.274
H -0.039233 4.583966 1.497847  0.253

Atoms 1-2, force components in eV/Å:
Ti -1.1880 0.3245 3.6700
N -0.0068 -0.1494 0.1037

Calculated values
- orbital gap (alpha / beta) (eV) = 4.5 / 6.9
- ΔE to the lowest compared entry with this formula, charge and spin (eV) = 1.076
- ⟨S²⟩ = 2.03
- multiplicity = 3

***

No. 2
Formula: C4H12SSi
Source: the OMol25 dataset
Level of theory: ωB97M-V/def2-TZVPD

Last column: Mulliken charge in e.
Element x y z (Å)
C -1.392794 -0.274343 0.947944  -0.732
C 0.353867 -0.778626 -2.213649  -0.943
C -0.616941 0.686468 1.706203  -0.221
C 0.240704 1.567297 0.780335  -0.557
Si 1.594614 -0.876454 -0.833819  0.495
S 1.825094 1.052894 0.203304  -0.211
H -1.716652 -1.175344 1.528239  0.308
H -2.362556 0.189204 0.485731  0.282
H -0.877993 -0.759978 0.128828  -0.122
H -0.674978 -1.310801 -2.046223  0.289
H 0.069443 0.242730 -2.342345  0.306
H 0.833017 -1.240109 -3.150714  0.320
H -0.100403 0.143003 2.485898  0.264
H -1.182526 1.453288 2.303456  0.270
H -0.442146 1.624932 -0.084721  0.285
H 0.429658 2.619020 1.280064  0.262
H 2.925808 -1.087830 -1.292886  -0.222
H 1.094783 -2.075353 0.114356  -0.074

Atoms 1-2, force components in eV/Å:
C -3.9177 -1.6030 -1.2785
C -1.2450 -2.1223 -0.9702

Calculated values
- orbital gap (eV) = 9.7
- ΔE to the lowest compared entry with this formula, charge and spin (eV) = 1.456
- SMILES string = CCCS[SiH2]C

***

No. 3
Formula: C3H9NO2S
Source: the OMol25 dataset
Level of theory: ωB97M-V/def2-TZVPD

Last column: Mulliken charge in e.
Element x y z (Å)
C 1.327913 -0.131505 -0.362239  -0.291
C 2.453778 0.929712 -0.309383  -0.853
S 4.099882 0.216833 -0.756860  -0.762
N 0.026353 0.452798 -0.763276  -0.484
C -1.098205 -0.371923 -0.315191  -0.404
O -1.244142 -0.487769 1.103966  -0.563
H 1.610693 -0.921520 -1.055918  0.294
H 1.335160 -0.630866 0.616011  0.226
H 2.453115 1.316527 0.716109  0.243
H 2.248803 1.779943 -0.961416  0.275
H -0.065725 1.270361 -0.175493  0.256
H -0.924648 -1.381140 -0.714427  0.270
H -2.042644 0.035702 -0.674441  0.380
H -3.986543 -1.291587 1.262941  0.162
H -2.262365 -0.455967 1.229303  0.391
O -3.931423 -0.329603 1.160314  -1.142

Atoms 1-2, force components in eV/Å:
C 0.5479 0.1843 -0.2118
C 0.0760 -0.6348 -0.0148

Calculated values
- charge = -2
- orbital gap (eV) = 6.0
- ΔE to the lowest compared entry with this formula, charge and spin (eV) = 0.282

***

> Among the records above, which one has the lowest ΔE to the lowest compared entry with this formula, charge and spin?

C3H9NO2S

***

> What is the ΔE to the lowest compared entry with this formula, charge and spin in the second record?

1.456 eV

***

> Which of these has the highest ΔE to the lowest compared entry with this formula, charge and spin?

C4H12SSi